Entry 1:
Density functional theory data (the ωB97M-V functional and the def2-TZVPD basis) for C11H26MnN2O4P2S5 as an isolated structure.

Structure (ORCA input):
```
! RIJCOSX wB97M-V def2-TZVPD def2/J DEFGRID3
* xyz 0 2
C 3.728 -2.068 -2.328
H 4.791 -0.410 -3.221
C -1.344 -6.541 -0.440
C 4.943 -1.466 -3.002
P -2.615 0.992 0.779
C -4.277 2.906 0.100
H 3.863 -3.135 -2.154
H 5.872 2.632 0.960
S 1.186 0.159 -1.999
H -5.118 3.193 0.733
S -2.035 0.631 -1.081
O -3.810 -0.010 1.133
C -1.013 -6.540 1.070
N -0.800 -5.129 1.341
O 3.864 0.981 -1.167
H -4.553 4.457 -1.356
H 2.826 -1.930 -2.928
H -0.709 -7.235 -0.990
H -4.602 2.086 -0.545
P 2.759 -0.112 -0.806
S -0.516 -2.719 0.171
C -0.800 -4.365 0.231
H -2.387 -6.808 -0.622
H -0.119 -7.128 1.285
H -1.838 -6.936 1.663
O -3.237 2.446 0.991
H -2.928 3.751 -1.337
H 5.139 -1.987 -3.941
H 5.033 0.330 0.433
H -3.297 -0.420 3.092
H -4.572 1.731 3.162
H -5.970 0.934 2.419
H 4.946 3.275 -0.405
S -1.025 0.802 1.967
C -4.200 -0.290 2.490
H 5.823 -1.570 -2.365
C -3.762 4.069 -0.713
S 2.128 -0.027 1.070
C 5.017 1.130 -0.311
H 5.892 1.013 -0.952
N -1.072 -5.165 -0.818
H 4.101 2.572 0.985
C 4.981 2.488 0.348
C -5.101 0.784 3.061
Mn -0.010 0.008 0.012
H -3.423 4.871 -0.057
H -1.228 -4.766 -1.726
O 3.500 -1.513 -1.020
H -5.455 0.482 4.047
H -0.508 -4.739 2.218
H -4.714 -1.248 2.435
*
```

energy above the lowest of the compared OMol25 structures with the same formula, charge and spin	20.9	kcal/mol
LUMO (spin up / spin down)	0.360 / 0.359	eV
E	-127078.5025	eV
largest force on an atom	0.65	eV Å⁻¹
<S²>	0.7706


Entry 2:
Density functional theory data (the ωB97M-V functional and the def2-TZVPD basis) for an isolated molecule of C5H5NO3 in a non-equilibrium geometry.

Structure (ORCA input):
```
! RIJCOSX wB97M-V def2-TZVPD def2/J DEFGRID3
* xyz 0 1
O 2.654 -1.048 0.926
H 3.143 2.931 0.259
O 1.522 -2.118 -0.631
H 0.540 -0.122 -1.258
N 1.879 -1.118 -0.012
H -1.881 -0.759 1.425
C 2.558 2.136 -0.114
H -0.441 -1.637 1.813
C 0.990 0.002 -0.278
C -0.882 -0.969 0.960
H -0.767 -1.610 0.091
C 1.824 1.201 -0.292
C -0.079 0.229 0.898
O -0.126 1.296 1.409
*
```

SMILES string	C#C[C@H](C(C)=O)[N+](=O)[O-]
energy above the lowest of the compared OMol25 structures with the same formula, charge and spin	120.8	kcal/mol
LUMO	-0.393	eV
E	-12892.6501	eV
largest force on an atom	4.49	eV Å⁻¹


Entry 3:
Density functional theory data (the ωB97M-V functional and the def2-TZVPD basis) for a 2-piece molecular cluster, C3H6N2O3 overall in a non-equilibrium geometry.

Structure (ORCA input):
```
! RIJCOSX wB97M-V def2-TZVPD def2/J DEFGRID3
* xyz 0 1
C -0.330 0.081 1.477
C -0.085 1.655 -0.559
C 0.093 -1.837 -0.886
H -1.829 1.051 0.215
H -1.218 -0.344 1.968
H -0.762 -1.441 -1.432
H 0.905 -2.145 0.854
H 1.704 2.022 -1.060
O 1.233 1.417 -0.471
O 0.717 0.273 2.028
O -0.567 2.428 -1.353
H 0.890 -2.289 -1.477
N -0.829 0.907 0.323
N 0.079 -1.777 0.373
*
```

SMILES string	O=CNC(=O)O.C=N
energy above the lowest of the compared OMol25 structures with the same formula, charge and spin	43.8	kcal/mol
LUMO	0.592	eV
E	-12330.3300	eV
largest force on an atom	3.08	eV Å⁻¹


Entry 4:
Density functional theory data (the ωB97M-V functional and the def2-TZVPD basis) for C28H26ClI2NNiOS as an isolated structure in a non-equilibrium geometry.

Structure (ORCA input):
```
! RIJCOSX wB97M-V def2-TZVPD def2/J DEFGRID3
* xyz 0 1
H 1.543 1.238 -4.643
C -1.089 -3.833 3.454
C 0.824 -1.532 1.133
H 0.074 1.626 -6.577
C -0.025 2.740 4.339
C 0.209 -0.145 -3.696
I 0.670 2.791 0.284
Cl -3.009 -5.711 3.111
C 2.498 -0.503 -2.612
C -2.136 4.185 3.253
H -1.159 5.908 4.065
H -2.083 0.435 -6.758
C -1.127 4.834 3.953
C -1.876 -4.517 2.541
H -1.166 -4.062 4.508
C -1.764 -4.272 1.178
H 1.463 -1.137 1.933
H -2.775 -1.127 -4.970
C -1.043 2.103 3.652
C -0.871 -3.320 0.736
C -0.956 2.976 -1.062
C -2.097 2.814 3.096
C -0.197 -2.878 2.993
C -0.232 0.939 -5.801
I -2.416 1.456 -0.847
H 0.440 -2.368 3.704
N 0.460 -0.281 -1.323
O -1.367 0.150 1.949
H -2.849 2.298 2.515
C 5.251 -0.911 -2.769
H 0.803 2.170 4.736
H 4.867 -1.640 -4.747
H -1.317 -1.456 -2.993
Ni -0.238 -0.135 0.370
H -2.946 4.754 2.823
C -0.076 4.118 4.496
H -1.428 3.936 -0.884
C 0.593 0.722 -4.710
C 3.326 -0.199 -1.530
H 0.714 4.628 5.028
H -0.788 -3.119 -0.324
H 6.319 -1.069 -2.832
H 1.446 -1.879 0.306
H 5.323 -0.150 -0.767
H 2.441 -1.275 -4.612
S -0.904 0.351 3.371
C -1.832 -0.603 -4.897
H -2.397 -1.293 4.131
C 4.437 -1.227 -3.845
C -2.324 -0.223 4.315
C -0.077 -2.585 1.630
C -1.444 0.273 -5.901
H -2.374 -4.827 0.480
H -0.561 2.919 -2.071
C 3.069 -1.019 -3.770
C -1.016 -0.800 -3.799
H 2.858 0.183 -0.631
C 1.014 -0.316 -2.437
C 4.691 -0.395 -1.609
H -3.217 0.287 3.961
H -2.159 -0.028 5.372
*
```

energy above the lowest of the compared OMol25 structures with the same formula, charge and spin	13.3	kcal/mol
LUMO (spin up / spin down)	-0.248 / -0.231	eV
E	-113595.4709	eV
largest force on an atom	1.10	eV Å⁻¹


Entry 5:
Density functional theory data (the ωB97M-V functional and the def2-TZVPD basis) for an isolated molecule of C4H8N2 in a non-equilibrium geometry.

Structure (ORCA input):
```
! RIJCOSX wB97M-V def2-TZVPD def2/J DEFGRID3
* xyz 0 1
C -0.643 -0.230 -0.277
C 0.722 -0.302 0.437
H 0.778 0.242 1.383
H -0.890 -1.115 -0.856
H -2.534 0.799 -0.354
N 0.935 1.513 -1.380
N 1.523 -1.496 0.282
H 1.344 1.988 -2.153
C 0.518 0.515 -0.789
H -1.500 1.305 0.981
H -2.337 -0.251 1.055
C -1.815 0.443 0.389
H 2.511 -1.268 0.229
H 1.386 -2.141 1.053
*
```

SMILES string	[H]/N=C1\[C@H](C)[C@H]1N
energy above the lowest of the compared OMol25 structures with the same formula, charge and spin	71.0	kcal/mol
LUMO	0.997	eV
E	-7254.7947	eV
largest force on an atom	1.70	eV Å⁻¹